Entry 1:
This record from OMol25 describes a structure of composition C43H43LuN9P. The level of theory is wB97M-V/def2-TZVPD.

Output
molar mass	891.8	g/mol
total charge	0
lowest unoccupied orbital energy (spin up / spin down)	-0.0622 / -0.0732	Eh
highest occupied orbital energy (spin up / spin down)	-6.4 / -6.4	eV
frontier orbital gap (spin up / spin down)	4.6760 / 4.3778	eV

XYZ file:
```
97
Properties=species:S:1:pos:R:3:forces:R:3
Lu -0.929728 -0.893849 -0.556962 -0.58 -0.91 -0.60
C 1.038806 -4.767590 3.311135 -0.13 0.00 -0.15
C -0.185520 -4.815407 2.451601 0.22 0.26 -0.36
C -0.784889 -3.427095 2.085537 0.10 -0.03 0.11
C -0.067528 -2.182827 2.509385 0.08 -0.48 0.33
C 1.046807 -2.289253 3.248862 0.05 -0.10 0.18
C 1.574427 -3.598321 3.661759 0.06 0.20 0.10
N -0.616164 -1.042272 1.931226 -0.40 1.66 0.58
C -0.960233 0.052852 2.690351 0.69 -2.09 -1.12
C -0.826765 0.135326 4.093250 -0.12 0.45 1.22
C -1.317328 1.213389 4.808203 0.65 -1.25 -0.18
C -1.960987 2.266817 4.156307 -0.40 0.51 -1.15
C -2.095364 2.220277 2.783634 -0.23 0.52 0.76
C -1.589452 1.141208 2.037069 -0.29 0.04 -1.54
N -1.694282 1.048882 0.653876 -1.12 2.22 0.61
N -2.301416 2.093162 0.085914 1.23 -1.62 2.62
C -2.516231 1.956449 -1.221876 -0.50 -0.43 -3.33
C -3.039238 3.094906 -1.912512 0.37 -0.41 1.14
C -3.297317 3.033059 -3.242336 0.00 -0.57 -1.02
C -3.033694 1.831308 -3.947991 -0.32 1.07 0.35
C -2.534862 0.781548 -3.237520 0.31 -0.60 0.66
N -2.285460 0.788780 -1.905278 -0.12 1.03 0.43
H 1.466572 -5.706905 3.646778 -0.03 0.10 -0.01
H -0.900668 -5.538099 2.833814 -0.18 -0.06 0.02
H -1.857929 -3.330899 2.244098 -0.06 -0.02 0.12
H 1.584428 -1.395477 3.541307 0.04 -0.12 0.03
H 2.457441 -3.602161 4.294596 -0.05 0.07 -0.07
H -0.348597 -0.685366 4.610808 -0.06 0.07 0.01
H -1.214119 1.233448 5.888625 0.04 -0.06 -0.11
H -2.350725 3.104850 4.722625 0.01 -0.05 -0.10
H -2.591181 3.011830 2.238286 0.02 0.00 0.09
H -3.203114 3.994993 -1.331292 0.00 -0.08 -0.06
H -3.691317 3.897513 -3.764711 0.03 -0.05 0.02
H -3.212870 1.736606 -5.009960 0.01 0.04 0.05
H -2.298935 -0.139912 -3.764464 0.09 0.13 0.17
C 4.086299 3.186911 -0.465288 -0.14 -0.09 0.08
C 3.897960 2.261580 0.717055 0.08 -0.04 -0.03
C 4.762934 2.395392 1.801895 0.02 -0.02 0.07
C 4.706983 1.549906 2.902658 0.01 0.05 -0.03
C 3.775494 0.524154 2.941025 0.00 0.03 -0.03
C 2.889853 0.386321 1.885232 0.05 0.16 0.01
C 2.931751 1.243923 0.783175 -0.11 0.03 0.19
P 1.639237 0.872100 -0.436125 0.18 -0.50 -1.14
C 1.134842 2.461961 -1.178948 -0.05 0.03 0.05
C 1.202766 2.640315 -2.564709 0.20 -0.02 -0.03
C 0.706834 3.782943 -3.168119 -0.08 0.04 0.11
C 0.132770 4.769247 -2.377632 -0.03 0.01 0.01
C 0.073501 4.602344 -1.002756 -0.06 0.01 0.05
C 0.561058 3.455944 -0.374927 -0.06 0.15 -0.14
C 0.489151 3.365109 1.129667 0.18 0.09 -0.14
C 2.539151 -0.030816 -1.767045 -0.87 -0.34 0.17
C 3.905627 -0.196232 -1.780306 0.92 -0.53 -0.41
C 4.513890 -1.111866 -2.650708 0.21 0.44 0.41
C 3.744486 -1.917997 -3.486006 -0.15 0.17 0.32
C 2.374108 -1.788981 -3.469400 0.22 0.36 0.30
C 1.747190 -0.816250 -2.651645 0.54 -0.10 -0.39
C 0.344130 -0.640177 -2.749177 -1.53 0.22 1.14
H 5.093962 3.602960 -0.448512 -0.02 -0.01 0.01
H 3.378584 4.019719 -0.449399 -0.01 -0.03 0.03
H 3.946840 2.671291 -1.415499 -0.01 -0.03 0.04
H 5.509069 3.182383 1.773064 0.00 -0.04 0.01
H 5.399528 1.690580 3.724065 -0.01 0.00 -0.03
H 3.733180 -0.155203 3.783939 0.02 0.02 -0.01
H 2.139723 -0.396271 1.907151 0.05 0.07 -0.09
H 1.686949 1.889188 -3.181611 -0.09 -0.04 0.12
H 0.763644 3.900332 -4.243512 0.02 -0.01 0.03
H -0.273622 5.665035 -2.833146 0.03 0.00 0.04
H -0.379922 5.371114 -0.387302 0.00 0.05 -0.01
H -0.366075 3.927060 1.504199 0.04 0.06 -0.03
H 1.397496 3.778557 1.581484 -0.05 -0.05 -0.01
H 0.383129 2.342846 1.489712 0.18 0.06 -0.08
H 4.519529 0.359969 -1.082894 0.11 -0.02 -0.03
H 5.591726 -1.216076 -2.647598 -0.01 0.04 0.04
H 4.215114 -2.646406 -4.133098 0.05 -0.02 0.01
H 1.758007 -2.419396 -4.099291 -0.04 0.08 -0.01
H -0.120375 -1.280517 -3.491918 -0.18 0.06 -0.20
H -0.028572 0.385657 -2.782531 0.32 -0.04 -0.36
N -3.355898 -1.182824 0.491255 0.31 0.17 -0.05
C -4.249929 -2.348063 0.454946 0.14 -0.07 -0.02
C -4.668950 -2.696566 -0.959586 0.03 0.03 -0.07
C -3.557572 -3.313810 -1.788966 0.18 0.12 -0.03
N -2.571864 -2.309757 -2.228778 0.10 0.11 0.24
H -3.144202 -0.941139 1.453678 0.03 -0.03 0.05
H -3.828059 -0.372880 0.102568 -0.13 0.01 -0.04
H -5.136754 -2.188554 1.070708 -0.08 0.06 0.07
H -3.706983 -3.197600 0.877529 -0.02 0.02 0.03
H -5.049213 -1.798977 -1.465384 -0.06 -0.05 0.03
H -5.498175 -3.404788 -0.908338 -0.02 0.01 0.00
H -3.992513 -3.829662 -2.646999 -0.03 -0.08 -0.07
H -3.024073 -4.058049 -1.194679 0.04 0.01 -0.02
H -3.001638 -1.701985 -2.914711 -0.07 -0.08 -0.06
H -1.808355 -2.795152 -2.685669 0.19 0.05 0.01
N 0.981727 -6.925739 -0.325048 -0.21 0.35 0.26
C 0.549524 -6.037590 0.281218 0.02 0.15 0.12
N 0.044109 -5.015226 0.984454 0.14 -0.42 -0.08
C -0.453453 -3.703438 0.611783 0.01 0.33 -1.09
N -0.498227 -3.068624 -0.449347 0.07 -0.43 0.87
```
Positions in Å, forces in eV/Å.

Löwdin atomic charge list, values in e, 4 entries: 1.5382 -0.0455 -0.1760 -0.1172

=====

Entry 2:
This record from OMol25 describes a structure of composition C43H44CoF3N5OP. The level of theory is wB97M-V/def2-TZVPD.

Output
molar mass	793.8	g/mol
total charge	-1
<S²>	0.77
multiplicity	2
lowest unoccupied orbital energy (spin up / spin down)	0.0964 / 0.0964	Eh
highest occupied orbital energy (spin up / spin down)	-3.9 / -3.8	eV
frontier orbital gap (spin up / spin down)	6.5657 / 6.4626	eV

XYZ file:
```
98
Properties=species:S:1:pos:R:3:forces:R:3
Co 0.540946 0.596645 0.098540 -0.84 -1.04 0.80
C -6.050595 -1.924825 0.512833 -0.06 0.02 -0.02
C -5.109366 -2.796550 1.292231 -0.02 -0.03 0.04
C -5.568552 -3.878131 2.032018 -0.06 0.00 0.00
C -4.707256 -4.682124 2.764532 0.05 0.04 -0.03
C -3.347476 -4.409070 2.738246 0.00 0.00 0.01
C -2.857637 -3.346893 1.995040 -0.02 -0.08 -0.03
C -3.735141 -2.526342 1.285456 0.15 0.09 -0.20
N -3.277003 -1.438766 0.523935 -0.07 -0.01 0.22
C -2.008700 -0.839989 0.634253 0.07 -0.02 0.36
N -1.664826 -0.626863 1.934827 -0.08 0.19 -0.09
C -0.523663 -0.104816 2.615960 -0.12 -0.10 0.07
C 0.578240 0.441763 1.948654 -0.04 -0.13 0.51
C 1.595615 0.950100 2.750984 0.04 -0.02 0.03
C 1.544026 0.916213 4.139959 -0.02 0.00 -0.02
C 0.437698 0.366951 4.765156 -0.02 0.04 0.02
C -0.616533 -0.143540 4.014361 0.04 0.04 -0.09
C -1.831562 -0.692282 4.716983 -0.04 -0.05 0.05
N -1.334458 -0.496166 -0.396304 -0.02 0.11 -0.32
C -1.747089 -0.942939 -1.671680 0.02 0.07 0.21
C -1.814164 -2.307905 -1.960325 0.01 -0.08 0.00
C -2.179551 -2.754133 -3.217346 0.00 0.03 -0.03
C -2.489915 -1.834173 -4.213236 0.03 -0.03 0.05
C -2.419067 -0.480772 -3.926767 0.01 0.04 0.05
C -2.044402 -0.009178 -2.667722 -0.06 0.06 -0.19
C -1.947198 1.467236 -2.408618 -0.01 -0.01 -0.02
H -7.085872 -2.194734 0.718353 0.00 0.00 0.01
H -5.896788 -2.017719 -0.566538 0.02 -0.02 -0.01
H -5.908630 -0.871288 0.762857 0.01 0.01 0.02
H -6.633347 -4.084362 2.039304 0.00 0.00 0.00
H -5.091733 -5.514075 3.339211 -0.01 -0.01 0.01
H -2.651585 -5.031487 3.286322 -0.01 -0.02 0.00
H -1.793122 -3.158559 1.944594 0.02 0.01 0.02
H -3.721331 -1.294763 -0.368563 0.05 -0.04 -0.01
H -2.421021 -0.859094 2.553972 -0.01 0.05 0.01
H 2.454452 1.409369 2.269880 0.02 0.01 -0.01
H 2.357941 1.320184 4.731467 0.01 0.02 0.00
H 0.372590 0.341602 5.847711 0.00 0.00 0.01
H -1.740621 -0.557288 5.794763 0.03 -0.01 -0.01
H -1.974933 -1.760613 4.528397 -0.01 -0.01 -0.02
H -2.752581 -0.181835 4.412630 0.01 0.03 0.00
H -1.549465 -3.009897 -1.179464 0.02 -0.01 -0.02
H -2.209473 -3.817479 -3.419931 -0.01 -0.01 -0.01
H -2.777606 -2.168427 -5.202250 -0.01 -0.01 -0.01
H -2.662994 0.247131 -4.693549 0.00 -0.01 -0.02
H -2.687861 2.009499 -3.000570 -0.01 0.00 0.00
H -0.960198 1.835669 -2.703433 0.03 0.00 0.02
H -2.052978 1.709525 -1.349871 0.03 -0.01 0.01
N 3.380739 1.947751 -1.754369 0.18 -0.07 0.09
P 3.056770 0.474046 -0.881148 0.11 0.99 -0.23
C 4.783270 0.184325 -0.331347 -0.10 -0.15 0.01
C 5.003485 0.012430 1.031199 0.14 -0.03 0.00
C 6.297076 -0.141794 1.518754 -0.13 0.00 -0.02
C 7.374417 -0.127768 0.647410 0.07 0.01 0.00
C 7.164136 0.035281 -0.716827 -0.08 0.00 0.03
C 5.872589 0.185081 -1.200497 0.08 -0.02 -0.04
C 2.876899 -0.644598 -2.315307 0.02 -0.03 0.01
C 3.549955 -1.848758 -2.460823 0.03 -0.07 -0.04
C 3.240073 -2.702823 -3.512467 -0.01 0.05 0.04
C 2.240167 -2.366195 -4.411908 -0.02 -0.02 -0.02
C 1.551008 -1.168618 -4.265162 0.04 0.04 0.07
C 1.872146 -0.312689 -3.224092 -0.01 -0.05 -0.09
C 2.513234 3.013790 -1.764840 0.16 0.16 0.02
C 2.950769 4.269186 -2.231360 -0.02 -0.16 0.07
C 2.050541 5.305136 -2.247459 -0.02 0.17 -0.03
C 0.751628 5.095833 -1.791276 -0.02 -0.07 0.01
C 0.422580 3.833956 -1.336673 0.04 -0.17 0.00
N 1.277280 2.803542 -1.329626 0.02 0.03 -0.41
H 4.321867 2.161696 -2.046286 -0.05 -0.05 -0.07
H 4.156440 -0.013348 1.704311 -0.02 -0.01 0.02
H 6.453420 -0.279815 2.581016 0.03 0.00 0.01
H 8.380846 -0.249682 1.029199 0.00 0.00 -0.01
H 8.001996 0.033570 -1.402754 0.02 0.00 0.00
H 5.711417 0.283376 -2.269303 -0.01 -0.01 0.00
H 4.298094 -2.139709 -1.733843 0.01 0.00 0.00
H 3.767273 -3.643587 -3.611807 0.00 -0.01 -0.01
H 1.983062 -3.043644 -5.217037 0.00 0.00 0.00
H 0.746540 -0.909368 -4.941833 -0.01 -0.02 -0.01
H 1.314995 0.610884 -3.101983 0.01 0.02 0.03
H 3.975152 4.396239 -2.558516 0.00 0.01 -0.02
H 2.360232 6.280664 -2.605509 -0.02 0.00 0.00
H 0.012966 5.884440 -1.778417 0.02 0.04 0.00
H -0.541810 3.575821 -0.916913 -0.04 0.04 -0.04
C -0.811859 4.197540 1.698341 0.02 0.13 -0.04
C -1.286123 2.741058 1.638651 0.19 -0.03 0.02
C -2.814441 2.692924 1.705555 -0.12 0.05 -0.03
O -0.844626 2.089012 0.506241 0.18 0.13 -0.24
H -1.111137 4.688788 2.630085 -0.02 -0.03 0.02
H -1.229381 4.773989 0.865158 0.00 0.01 0.01
H 0.277123 4.235073 1.625189 0.01 -0.01 -0.01
H -0.913293 2.278920 2.569564 -0.02 -0.02 -0.03
H -3.237911 3.244137 0.858347 -0.01 -0.01 -0.01
H -3.206542 3.129421 2.631024 0.02 0.02 0.00
H -3.157305 1.658716 1.638431 0.01 -0.03 0.00
F 0.924616 -2.176894 -0.892770 -0.08 -0.06 -0.09
C 1.137232 -1.399156 0.233446 0.32 0.43 -0.48
F 0.554609 -2.164495 1.212899 -0.10 -0.19 0.03
F 2.512597 -1.638479 0.480069 0.04 -0.09 0.11
```
Positions in Å, forces in eV/Å.

Löwdin atomic charge list, values in e, 4 entries: 0.3932 -0.0490 -0.2195 -0.0635

=====

Record order is preserved below.
Relative energy (zero: lowest compared OMol25 entry of this formula, charge and spin): 169.1, 154.4 kJ/mol